Entry 1:
{"formula": "C19H20BF2N4O2PdS", "method": "ωB97M-V/def2-TZVPD", "total_charge": 1, "e_homo_ev": -10.4, "total_energy_ha": -1856.1170, "homo_lumo_gap_ev": 6.9, "symbols": ["Pd", "O", "C", "C", "C", "C", "N", "C", "C", "C", "C", "C", "C", "O", "C", "C", "N", "H", "H", "H", "H", "H", "H", "H", "H", "H", "H", "H", "H", "N", "C", "S", "N", "C", "C", "C", "C", "C", "C", "H", "H", "H", "H", "H", "H", "H", "H", "F", "B", "F"], "positions_angstrom": [[-0.423, 0.154, 0.153], [6.270, -0.396, 2.108], [5.914, -0.054, 0.793], [4.428, -0.181, 0.624], [3.841, -0.215, -0.650], [2.473, -0.299, -0.748], [1.669, -0.373, 0.319], [2.211, -0.318, 1.563], [3.597, -0.240, 1.726], [1.288, -0.208, 2.676], [1.679, -0.220, 4.020], [0.772, 0.099, 5.011], [1.234, 0.160, 6.446], [2.414, -0.558, 6.683], [-0.544, 0.414, 4.639], [-0.884, 0.327, 3.308], [-0.009, 0.003, 2.359], [7.220, -0.292, 2.224], [6.418, -0.701, 0.060], [6.197, 0.988, 0.568], [4.445, -0.178, -1.541], [1.980, -0.328, -1.718], [4.041, -0.209, 2.707], [2.694, -0.455, 4.305], [0.429, -0.159, 7.117], [1.470, 1.206, 6.680], [2.214, -1.494, 6.784], [-1.284, 0.702, 5.369], [-1.892, 0.539, 2.967], [-2.042, -2.078, 0.745], [-2.197, -1.531, -0.499], [-2.639, 0.127, -0.637], [-2.129, -2.284, -1.612], [-2.261, -3.684, -1.755], [-3.122, -4.428, -0.954], [-3.282, -5.782, -1.193], [-2.597, -6.398, -2.227], [-1.747, -5.653, -3.029], [-1.581, -4.301, -2.799], [-2.389, -1.538, 1.530], [-2.004, -3.084, 0.851], [-2.089, -1.765, -2.482], [-3.718, -3.946, -0.193], [-3.962, -6.352, -0.579], [-2.744, -7.448, -2.424], [-1.221, -6.125, -3.842], [-0.939, -3.715, -3.436], [0.272, 2.610, -1.358], [-0.100, 2.094, -0.202], [-0.220, 2.973, 0.780]], "mulliken_charge": [0.235, -0.497, -0.574, 0.341, -0.917, -0.246, -0.264, 0.785, -0.325, 0.042, -0.601, 0.683, -0.826, -0.516, -1.047, -0.516, 0.095, 0.312, 0.343, 0.311, 0.459, 0.437, 0.460, 0.674, 0.431, 0.271, 0.308, 0.456, 0.526, -0.343, 0.399, -0.324, -0.141, 0.332, -0.159, -0.699, -0.469, -0.568, -0.513, 0.191, 0.290, 0.286, 0.552, 0.378, 0.404, 0.386, 0.395, -0.201, 0.190, -0.230]}

Entry 2:
{"formula": "C19H20BrF2NO3", "method": "ωB97M-V/def2-TZVPD", "smiles": "O=C(CCCOc1ccc(Br)cc1)NCCc1ccc(OC(F)F)cc1", "e_homo_ev": -8.3, "total_energy_ha": -3790.2722, "homo_lumo_gap_ev": 8.8, "symbols": ["O", "C", "N", "H", "C", "H", "H", "C", "C", "C", "C", "C", "C", "C", "H", "H", "O", "C", "F", "F", "H", "H", "H", "H", "H", "C", "H", "H", "C", "C", "O", "C", "C", "C", "C", "C", "C", "H", "H", "Br", "H", "H", "H", "H", "H", "H"], "positions_angstrom": [[-3.925, -0.102, -0.532], [-3.352, -0.909, 0.170], [-2.909, -0.609, 1.412], [-2.452, -1.317, 1.964], [-3.153, 0.670, 2.040], [-3.730, 1.261, 1.326], [-3.766, 0.521, 2.937], [-1.868, 1.396, 2.443], [-0.904, 1.696, 1.323], [0.436, 1.898, 1.632], [1.376, 2.183, 0.657], [0.970, 2.260, -0.664], [-0.366, 2.083, -0.993], [-1.296, 1.810, -0.007], [-2.326, 1.673, -0.294], [-0.662, 2.158, -2.027], [1.821, 2.510, -1.749], [3.130, 2.671, -1.564], [3.436, 3.716, -0.753], [3.728, 1.595, -0.989], [3.608, 2.845, -2.541], [2.404, 2.333, 0.945], [0.760, 1.832, 2.661], [-1.347, 0.805, 3.202], [-2.157, 2.340, 2.914], [-3.069, -2.335, -0.276], [-3.407, -3.033, 0.493], [-3.649, -2.509, -1.183], [-1.584, -2.567, -0.565], [-1.056, -1.547, -1.579], [0.244, -1.853, -2.041], [1.320, -1.620, -1.248], [1.284, -1.062, 0.026], [2.456, -0.885, 0.741], [3.664, -1.254, 0.186], [3.723, -1.799, -1.087], [2.555, -1.981, -1.795], [2.571, -2.403, -2.787], [4.672, -2.076, -1.518], [5.264, -1.013, 1.181], [2.421, -0.457, 1.731], [0.357, -0.741, 0.473], [-1.093, -0.532, -1.167], [-1.678, -1.574, -2.478], [-1.003, -2.510, 0.357], [-1.448, -3.568, -0.978]], "mulliken_charge": [-0.651, 0.573, -0.012, 0.277, -1.008, 0.417, 0.419, -0.903, 0.625, -1.027, -0.640, 0.561, -0.443, -0.052, 0.406, 0.446, -0.374, 0.322, -0.253, -0.117, 0.140, 0.412, 0.379, 0.410, 0.370, -1.092, 0.384, 0.354, -0.400, 0.019, -0.461, 0.254, 0.438, -0.846, -0.279, -0.393, -0.484, 0.459, 0.427, -0.212, 0.597, 0.162, -0.238, 0.410, 0.244, 0.381]}

It is found that the energy relative to the best compared isomer or geometry (same formula, charge and spin) values, taken in the order of the records, are 52.9 0.0 kJ/mol.